{"formula": "C56H55BrN7OP2Se2TeZn", "method": "the ωB97M-V functional and the def2-TZVPD basis", "symbols": ["Zn", "Se", "P", "C", "C", "C", "C", "C", "C", "C", "C", "C", "C", "C", "C", "C", "C", "N", "N", "N", "P", "Se", "C", "C", "C", "C", "C", "C", "C", "C", "C", "C", "C", "C", "H", "H", "H", "H", "H", "H", "H", "H", "H", "H", "H", "H", "H", "H", "H", "H", "H", "H", "H", "H", "N", "C", "C", "C", "C", "C", "N", "H", "H", "H", "H", "H", "H", "Br", "C", "C", "C", "N", "C", "C", "H", "H", "H", "H", "C", "C", "O", "N", "Te", "C", "C", "C", "C", "C", "C", "C", "C", "C", "C", "C", "C", "C", "C", "C", "C", "C", "C", "H", "H", "H", "H", "H", "H", "H", "H", "H", "H", "H", "H", "H", "H", "H", "H", "H", "H", "H", "H", "H", "H", "H", "H", "H"], "positions_angstrom": [[1.1756, 1.7367, -0.4359], [6.7100, -1.9949, 1.7207], [4.6947, -2.4118, 2.1079], [4.3127, -2.4519, 3.8836], [3.0814, -2.9001, 4.3492], [2.8502, -2.9775, 5.7133], [3.8330, -2.5880, 6.6113], [5.0556, -2.1270, 6.1473], [5.2978, -2.0634, 4.7839], [4.2822, -4.0490, 1.4233], [3.8136, -5.1181, 2.1750], [3.6133, -6.3518, 1.5690], [3.9009, -6.5251, 0.2260], [4.4087, -5.4671, -0.5187], [4.5972, -4.2333, 0.0764], [3.5713, -1.2043, 1.3146], [2.2128, -0.8633, 1.0873], [2.2621, 0.2731, 0.3365], [3.5293, 0.5968, 0.1310], [4.3149, -0.2599, 0.6957], [0.4839, -1.3515, 1.3929], [-1.6316, 1.2600, 1.1472], [0.3104, -3.0724, 0.8289], [1.2320, -3.6835, -0.0145], [0.9200, -4.8797, -0.6458], [-0.3177, -5.4733, -0.4524], [-1.2577, -4.8555, 0.3611], [-0.9544, -3.6545, 0.9783], [0.2621, -1.2936, 3.2021], [0.6015, -0.0841, 3.8114], [0.2705, 0.1541, 5.1347], [-0.4277, -0.8013, 5.8590], [-0.7756, -2.0014, 5.2577], [-0.4311, -2.2524, 3.9369], [2.3126, -3.1924, 3.6479], [1.9018, -3.3458, 6.0747], [3.6441, -2.6469, 7.6759], [5.8275, -1.8319, 6.8463], [6.2496, -1.7148, 4.4042], [3.6116, -4.9939, 3.2296], [3.2384, -7.1810, 2.1554], [3.7371, -7.4878, -0.2417], [4.6615, -5.6083, -1.5623], [5.0098, -3.4042, -0.4872], [2.1864, -3.2122, -0.2021], [1.6474, -5.3454, -1.2966], [-0.5612, -6.3994, -0.9574], [-2.2362, -5.2994, 0.4950], [-1.7132, -3.1345, 1.5532], [1.1176, 0.6776, 3.2359], [0.5438, 1.0936, 5.5981], [-0.7000, -0.6113, 6.8893], [-1.3179, -2.7528, 5.8190], [-0.6964, -3.1989, 3.4842], [3.7830, 3.4747, -0.7659], [3.0816, 4.0166, 0.2718], [3.4325, 5.2649, 0.8117], [2.7139, 5.7716, 1.8668], [1.6454, 5.0395, 2.3782], [1.3222, 3.8520, 1.7671], [2.0035, 3.3418, 0.7312], [4.6541, 3.9342, -0.9758], [3.8725, 2.4550, -0.6960], [4.2718, 5.8025, 0.3911], [2.9808, 6.7260, 2.3013], [1.0678, 5.3968, 3.2177], [0.4781, 3.2619, 2.1047], [3.4974, 0.8189, -7.1240], [2.8781, 0.8424, -5.3356], [3.7431, 0.5572, -4.2943], [3.2470, 0.6263, -3.0020], [1.9849, 0.9485, -2.7121], [1.1603, 1.1734, -3.7357], [1.5554, 1.1427, -5.0633], [4.7768, 0.3006, -4.4749], [3.8963, 0.4102, -2.1638], [0.1293, 1.3960, -3.4890], [0.8505, 1.3627, -5.8517], [0.9914, 4.4391, -2.4369], [-0.2878, 3.6975, -2.1017], [-1.3828, 4.1773, -2.5220], [-0.2375, 2.5976, -1.3738], [-2.3620, 2.3330, -0.8984], [-4.5563, 2.1781, -0.3696], [-5.2177, 3.3823, -0.1211], [-4.5907, 4.7494, -0.2680], [-6.5544, 3.3467, 0.2809], [-7.2322, 2.1537, 0.4478], [-8.6627, 2.1225, 0.9139], [-6.5518, 0.9704, 0.1872], [-5.2240, 0.9548, -0.2220], [-4.5741, -0.3796, -0.4607], [-2.6433, 1.1883, -2.6942], [-3.4237, 1.8235, -3.6701], [-4.1143, 3.1474, -3.4634], [-3.5858, 1.2024, -4.9074], [-3.0093, -0.0211, -5.1948], [-3.1785, -0.6806, -6.5358], [-2.2485, -0.6354, -4.2080], [-2.0412, -0.0487, -2.9675], [-1.2134, -0.7871, -1.9666], [0.8024, 5.1208, -3.2622], [1.7953, 3.7479, -2.6850], [1.3000, 5.0155, -1.5627], [-3.5190, 4.7054, -0.4447], [-4.7551, 5.3386, 0.6349], [-5.0472, 5.2891, -1.1003], [-7.0631, 4.2859, 0.4737], [-9.0713, 3.1283, 0.9983], [-8.7314, 1.6416, 1.8914], [-9.2841, 1.5513, 0.2227], [-7.0680, 0.0241, 0.3119], [-5.2851, -1.1861, -0.2812], [-3.7298, -0.5136, 0.2186], [-4.2172, -0.4679, -1.4859], [-3.6412, 3.7498, -2.6941], [-5.1613, 2.9889, -3.1940], [-4.0890, 3.7282, -4.3853], [-4.1766, 1.7038, -5.6668], [-3.8050, -0.0804, -7.1935], [-3.6357, -1.6643, -6.4186], [-2.2081, -0.8242, -7.0138], [-1.7961, -1.6007, -4.4115], [-0.6782, -1.6141, -2.4352], [-1.8405, -1.2035, -1.1789], [-0.4866, -0.1341, -1.4997]], "forces_ev_per_a": [[-0.140, -0.281, 0.252], [0.181, 0.017, -0.001], [-0.207, -0.241, 0.180], [0.023, -0.004, -0.198], [0.032, 0.111, 0.082], [-0.114, 0.001, -0.035], [0.023, -0.010, 0.041], [-0.031, -0.016, 0.011], [0.016, 0.042, 0.053], [0.061, 0.084, 0.091], [-0.025, 0.090, -0.073], [-0.018, -0.067, 0.020], [0.012, -0.061, 0.028], [-0.024, 0.047, -0.033], [-0.072, -0.030, -0.006], [-0.165, 0.397, -0.232], [0.172, -0.086, 0.016], [0.228, -0.528, 0.391], [0.066, 0.453, -0.182], [0.057, 0.073, -0.108], [0.190, -0.236, -0.216], [0.032, 0.092, -0.099], [-0.125, 0.145, 0.000], [0.000, -0.019, 0.024], [-0.039, -0.023, -0.038], [0.028, -0.027, -0.043], [-0.030, -0.016, 0.032], [0.062, 0.011, 0.047], [0.018, -0.030, -0.126], [-0.024, -0.043, 0.029], [0.035, 0.028, -0.009], [-0.002, -0.041, 0.072], [0.020, -0.056, 0.039], [0.119, 0.039, 0.023], [-0.133, -0.012, -0.007], [-0.116, 0.020, 0.021], [0.000, -0.013, -0.005], [-0.008, 0.031, -0.007], [0.000, -0.045, -0.009], [0.009, -0.082, -0.030], [-0.002, 0.002, -0.006], [0.029, -0.008, 0.006], [-0.011, 0.010, 0.002], [0.020, -0.030, -0.019], [0.025, -0.019, 0.033], [0.017, 0.013, -0.009], [0.012, -0.017, 0.027], [-0.006, 0.016, -0.006], [-0.029, -0.066, -0.022], [0.030, 0.001, 0.025], [0.012, -0.001, -0.003], [0.000, 0.003, -0.009], [0.004, 0.014, 0.003], [0.003, 0.007, 0.035], [0.023, -0.546, -0.040], [-0.393, 0.242, 0.475], [-0.004, -0.027, -0.050], [0.002, -0.067, -0.052], [-0.071, 0.052, 0.045], [-0.081, -0.120, 0.113], [0.669, 0.241, -0.489], [0.008, 0.008, 0.000], [0.018, 0.085, -0.016], [0.028, -0.008, 0.033], [0.024, 0.007, -0.013], [-0.032, -0.027, -0.017], [-0.070, -0.011, -0.062], [-0.046, -0.011, 0.144], [-0.006, -0.006, -0.061], [-0.017, 0.020, -0.059], [0.072, -0.058, -0.036], [0.066, 0.102, 0.103], [-0.157, 0.027, -0.096], [0.075, -0.032, -0.006], [0.000, -0.005, 0.019], [-0.003, 0.040, 0.061], [0.048, 0.069, 0.035], [-0.026, -0.035, 0.011], [-0.086, -0.113, -0.084], [-0.422, 0.403, -0.433], [0.623, -0.132, 0.293], [-0.831, 0.453, -0.257], [0.128, -0.770, 0.296], [-0.229, 0.447, -0.051], [0.143, -0.015, -0.052], [-0.067, -0.108, 0.030], [0.032, -0.055, 0.024], [-0.077, 0.064, -0.001], [0.080, -0.031, -0.014], [0.068, 0.063, -0.021], [0.074, -0.122, -0.046], [0.000, -0.028, 0.072], [-0.008, 0.163, -0.175], [0.072, 0.081, 0.169], [-0.105, -0.078, -0.024], [0.000, -0.024, -0.020], [-0.006, -0.037, -0.046], [-0.001, 0.032, 0.100], [-0.008, 0.057, 0.002], [-0.073, 0.004, 0.021], [0.030, -0.181, 0.029], [0.033, -0.010, 0.001], [0.051, 0.042, 0.016], [-0.020, 0.008, -0.009], [0.045, 0.100, -0.037], [0.005, -0.001, 0.003], [0.036, 0.002, -0.016], [-0.013, -0.005, 0.011], [-0.024, -0.007, 0.001], [-0.041, 0.015, 0.005], [-0.026, 0.016, 0.008], [0.012, -0.010, -0.005], [-0.004, 0.027, -0.003], [0.059, -0.006, -0.069], [0.053, -0.023, -0.023], [-0.058, 0.091, -0.099], [0.010, -0.001, 0.047], [0.023, -0.006, -0.004], [-0.004, 0.016, 0.013], [0.000, -0.027, -0.030], [-0.016, -0.003, -0.058], [-0.020, -0.008, -0.046], [0.036, 0.017, 0.023], [-0.001, 0.029, -0.007], [0.023, 0.021, 0.167], [0.167, 0.078, 0.207]], "lowdin_spin": [0.006, 0.000, 0.000, 0.000, 0.000, 0.000, 0.000, 0.000, 0.000, 0.000, 0.000, 0.000, 0.000, 0.000, 0.000, 0.000, 0.002, 0.000, 0.000, 0.000, 0.011, 0.143, 0.001, 0.001, 0.000, 0.001, 0.000, 0.001, 0.000, -0.001, 0.000, 0.000, 0.000, 0.000, 0.000, 0.000, 0.000, 0.000, 0.000, 0.000, 0.000, 0.000, 0.000, 0.000, 0.000, 0.000, 0.000, 0.000, 0.000, 0.000, 0.000, 0.000, 0.000, 0.000, 0.000, 0.000, 0.000, 0.000, 0.000, 0.001, 0.002, 0.000, 0.000, 0.000, 0.000, 0.000, 0.002, 0.000, 0.000, 0.000, 0.000, 0.004, 0.000, 0.000, 0.000, 0.000, 0.000, 0.000, 0.019, 0.020, 0.093, 0.191, 0.221, 0.204, 0.011, 0.013, 0.008, -0.006, -0.001, 0.013, 0.030, 0.004, -0.010, -0.001, 0.001, -0.001, 0.001, 0.000, -0.001, 0.001, 0.000, 0.000, 0.000, 0.001, 0.010, 0.000, 0.000, 0.001, 0.000, 0.000, 0.000, 0.002, 0.000, 0.001, 0.000, 0.001, 0.000, 0.000, 0.000, 0.000, 0.000, 0.000, 0.000, 0.000, 0.000, 0.000], "lumo_energy_ev": [0.3, -1.8], "largest_force_ev_per_a": 0.98, "energy_ev": -346467.50792, "s2": 0.763, "spin_multiplicity": 2, "relative_energy_kj_mol": 181.4, "orbital_gap_ha": [0.2702, 0.1939]}